No. 1
Entry from OMol25: a molecular structure, C23H41N2NdOP3 (ωB97M-V with the def2-TZVPD basis set).

XYZ file:
```
71
Properties=species:S:1:pos:R:3:forces:R:3
Nd 0.38155 0.07941 0.32747 -0.6892 -0.3482 0.4291
P 1.11105 2.76869 -0.08699 0.9282 1.2165 -0.0712
P -2.38418 1.46307 -0.27849 -1.5593 0.3684 -0.2047
P 2.30567 -1.82201 1.43429 1.1006 -1.5387 0.8906
H -2.76549 -2.11716 -2.53471 -0.3943 -0.7286 -0.3603
C -2.34776 -3.10537 -2.30658 0.4167 0.0975 0.9301
C -2.58626 -3.67890 -1.11269 0.0561 -0.0510 -0.3057
H -3.45360 -3.41737 -0.49634 0.5142 0.4286 -0.0336
C 1.46684 3.07669 -1.85994 -0.2583 -0.0250 -0.0721
C 0.27870 4.25473 0.57243 -0.2409 -0.2227 -0.1231
C 2.80046 2.87918 0.61645 -0.1394 -0.3391 0.1525
C -3.74599 0.26244 0.00196 0.2908 -0.4880 -0.0336
C -3.05099 2.79284 0.81208 0.5481 0.2504 0.3275
C -2.97200 2.14113 -1.88653 0.5858 -0.0714 -0.4233
C 1.58011 -3.48365 1.75110 -0.7184 0.0296 -0.3977
C 3.01851 -1.57420 3.10735 -0.0552 0.8817 0.0100
C 3.74598 -2.22585 0.37928 0.0302 0.3602 -0.3734
H -1.66709 -3.56014 -3.03687 -0.0396 0.4062 0.4276
H -2.00366 -4.52491 -0.72935 -0.4493 -0.0242 -0.5606
H 2.12840 3.95228 -1.95118 -0.2830 -0.2323 -0.0210
H 0.52623 3.26152 -2.39853 0.2805 0.0273 0.0170
H 1.97829 2.21197 -2.31814 -0.0657 0.3718 0.2352
H 0.89896 5.14223 0.37743 -0.2216 -0.2499 0.0621
H 0.13631 4.12919 1.65977 0.0575 0.1599 -0.4218
H -0.70495 4.35663 0.08780 0.4209 0.1720 0.1867
H 3.33609 3.72523 0.15864 -0.0980 -0.3122 0.2313
H 3.32762 1.93668 0.39075 0.1386 0.4009 0.1026
H 2.74294 3.00886 1.70800 0.1487 -0.0136 -0.3315
H -4.67878 0.67504 -0.40812 0.2730 -0.1482 0.1461
H -3.87139 0.09287 1.07578 -0.0134 -0.0395 -0.1411
H -3.51795 -0.69599 -0.48143 -0.2255 0.1352 0.0549
H -3.83489 3.35149 0.28083 0.2048 -0.2690 0.1998
H -2.26240 3.49396 1.09572 -0.2663 0.0238 0.0520
H -3.46311 2.36095 1.73056 0.0460 0.0941 -0.2090
H -4.01279 2.48327 -1.78179 0.3864 -0.1549 0.0259
H -2.92761 1.37156 -2.66794 -0.0202 0.1680 0.1332
H -2.34862 2.98602 -2.20821 -0.1938 -0.1284 0.0359
H 2.26840 -4.28225 1.44447 -0.2073 0.2431 0.0711
H 0.64368 -3.56946 1.18438 0.1724 -0.4128 0.0910
H 1.35130 -3.58854 2.82083 0.0389 0.0067 -0.4057
H 4.01065 -2.03216 3.20917 -0.2746 0.0639 -0.1258
H 2.33528 -2.01193 3.84566 0.2276 0.2308 -0.1552
H 3.09607 -0.49525 3.28941 0.2339 -0.2545 0.2662
H 4.27211 -3.10748 0.76043 -0.1432 0.1777 0.0480
H 4.44011 -1.37882 0.35702 -0.0373 -0.1288 0.0117
H 3.43167 -2.41943 -0.65437 0.0774 -0.0009 0.2380
C 1.37716 -0.74923 -3.04706 0.9893 0.1524 -0.6343
C 1.71973 0.18865 -4.02774 0.1088 -0.2793 0.2513
C 2.71126 -0.15578 -4.95618 -0.2009 -0.2903 0.2404
C 3.26360 -1.44218 -4.93442 -0.2769 -0.0704 0.0605
C 2.81653 -2.38993 -4.00615 -0.0706 0.1382 0.1550
C 1.91047 -2.02321 -2.99554 0.0709 0.2057 -0.1542
O 0.56794 -0.34716 -1.93167 -0.2863 1.4178 0.0822
H 0.48596 0.64868 -1.96105 -0.0226 -0.9019 -1.1412
H 1.26000 1.17871 -4.04904 0.0641 -0.2972 -0.0760
H 3.04727 0.57027 -5.69920 -0.1909 -0.2243 0.2525
H 4.03822 -1.70766 -5.65566 -0.3218 0.0223 0.1885
H 3.17539 -3.42037 -4.05151 0.0501 0.4013 0.1039
H 1.65712 -2.66890 -2.14929 -0.0271 -0.0643 -0.5330
N -4.67442 -0.20000 6.14655 1.8900 0.0093 -2.0085
C -3.85937 -0.20746 5.30496 -1.5246 -0.0583 1.7377
C -2.84243 -0.23078 4.28088 -0.0018 -0.0808 0.0962
C -2.07433 0.91041 4.02716 0.2399 0.6265 -0.2423
C -1.15179 0.89496 2.99088 -0.2326 -1.2089 0.0954
N -0.97598 -0.23055 2.23839 -0.3209 -0.1499 0.6864
C -1.66111 -1.37086 2.52973 0.3340 0.8827 0.3254
C -2.59173 -1.39965 3.55265 -0.0767 -0.3041 -0.1943
H -2.20387 1.82072 4.61056 -0.0368 -0.2684 -0.0442
H -0.49299 1.75375 2.78220 -0.4602 -0.3010 0.0071
H -1.39906 -2.26268 1.95233 -0.2836 0.2881 0.1061
H -3.11704 -2.32683 3.76736 0.0039 0.2225 0.0334
```
Forces are in eV/Å.

The spin multiplicity is 4. Its relative energy (zero: lowest compared OMol25 entry of this formula, charge and spin) is 0.00 kcal/mol. The value obtained for the HOMO energy (alpha / beta) is -17.132 / -17.138 eV. The LUMO energy (alpha / beta) comes out at -0.37641 / -0.36020 hartree. The charge is +3.

No. 2
Entry from OMol25: a molecular structure, C23H41N2OP3Sc (ωB97M-V with the def2-TZVPD basis set).

XYZ file:
```
71
Properties=species:S:1:pos:R:3:forces:R:3
Sc 1.47077 0.03493 1.51939 -5.7107 -0.8352 -4.7854
P -2.71351 -0.36662 -0.70715 0.2382 -0.0709 -0.2963
P 0.16186 -1.62282 3.00034 -1.5265 -1.7448 0.9155
P 0.51101 1.53705 -2.34648 -0.0962 -0.0739 -0.5856
H 3.09786 -1.59529 2.39945 -0.1241 0.3420 -0.2058
C 3.39777 -0.76152 1.73964 4.5598 2.6437 2.2548
C 3.47974 0.56992 2.23258 3.6661 -3.2021 0.0470
H 3.50339 0.77933 3.32249 -1.0149 -0.1166 -0.5059
C -3.50685 -1.65702 -1.66658 0.1148 0.1674 0.1029
C -3.25821 -0.37162 1.00863 -0.2453 -0.1673 0.2396
C -3.06685 1.29065 -1.28066 0.1319 0.4252 -0.4118
C 1.07639 -2.67885 4.18252 0.6500 0.4279 -0.3541
C -1.30865 -1.14524 3.95999 0.0556 0.8484 -0.0699
C -0.64781 -2.85563 1.91524 0.2126 -0.0105 -0.4662
C 2.24006 1.92783 -2.83390 0.4124 0.2818 0.3878
C -0.32369 2.95151 -3.18239 -0.1151 0.3089 0.2986
C 0.12082 0.19982 -3.54754 -0.1045 -0.2140 0.1840
H 3.87335 -1.00875 0.78464 -0.7338 0.0510 -0.1600
H 3.94278 1.36337 1.62973 -0.3533 -0.3141 -0.1197
H -4.55808 -1.41250 -1.81707 -0.0211 -0.1296 -0.0495
H -3.40602 -2.59148 -1.10834 -0.0983 -0.0116 -0.1361
H -2.98558 -1.75180 -2.62750 -0.1942 0.0348 0.1641
H -4.36420 -0.27898 1.02004 0.5516 -0.0465 -0.0151
H -2.83269 0.48740 1.56123 -0.1556 -0.4072 -0.3813
H -2.97574 -1.31199 1.49476 -0.2888 0.2695 -0.0552
H -4.08274 1.32703 -1.69866 0.2268 -0.0208 0.1052
H -2.34482 1.61689 -2.04674 -0.3507 -0.1537 0.2716
H -3.01818 1.97934 -0.42371 0.0071 -0.2219 -0.3323
H 0.50966 -3.03185 5.05654 -0.0267 0.2212 -0.4533
H 1.92749 -2.07499 4.51952 -0.0041 -0.4383 0.2770
H 1.43859 -3.52796 3.59294 0.1287 0.0077 0.3232
H -1.81110 -2.07181 4.25734 0.0736 0.2525 0.0813
H -1.98364 -0.53007 3.34227 0.2255 -0.2650 0.4437
H -0.98972 -0.57142 4.83759 -0.3057 -0.1510 -0.0187
H -1.21494 -3.55140 2.55040 0.2085 0.1460 -0.1883
H 0.10266 -3.39860 1.32857 -0.2168 0.0448 0.0998
H -1.33249 -2.35790 1.21335 0.3498 -0.2381 0.2154
H 2.27090 2.76812 -3.54297 0.0832 -0.3237 0.2772
H 2.73655 1.06174 -3.27745 -0.1051 0.1947 0.1096
H 2.77990 2.20843 -1.91599 0.1904 0.0655 -0.4433
H 0.39154 3.48223 -3.82881 -0.5135 -0.1313 0.1275
H -0.66818 3.63731 -2.39296 -0.0535 0.0606 -0.4841
H -1.18334 2.60658 -3.77558 0.2380 0.2693 0.1741
H 0.85368 0.22146 -4.35883 -0.2795 -0.0894 -0.0501
H -0.88942 0.34584 -3.95000 0.2309 -0.0919 -0.0239
H 0.17107 -0.77612 -3.05275 0.0521 0.0721 -0.2072
C 1.82532 -1.60639 -1.17453 0.9860 -0.5984 -1.5971
C 1.42726 -2.82189 -1.78674 0.3731 0.7917 0.2089
C 2.09056 -3.30122 -2.91086 0.1008 0.2678 0.1380
C 3.15560 -2.57254 -3.45506 -0.1016 0.1813 0.3190
C 3.62426 -1.42115 -2.81011 -0.1801 -0.6323 0.2069
C 3.00378 -0.96263 -1.64913 -0.9478 -0.3018 0.1921
O 1.00113 -1.01636 -0.29742 0.4167 1.8269 3.7116
H -1.32712 -0.67672 -0.83107 -0.3768 0.4054 0.3708
H 0.55292 -3.31058 -1.38668 -0.1416 -0.2093 -0.0237
H 1.76037 -4.22825 -3.37791 0.0779 0.2593 0.0671
H 3.60745 -2.89483 -4.38330 0.1004 -0.0446 0.0872
H 4.48232 -0.89610 -3.20822 -0.0064 0.0344 -0.0180
H 3.32697 -0.02761 -1.18023 -0.0851 -0.1784 -0.1947
N -4.09286 4.74704 1.61371 2.2134 -1.4616 0.1048
C -3.08973 4.14593 1.67745 -2.3774 1.5633 -0.1116
C -1.84771 3.44875 1.74318 0.7010 -0.2431 -0.1037
C -0.86331 3.64927 0.76955 -0.1364 0.6033 -0.2689
C 0.29094 2.88988 0.79376 0.1342 -0.2724 -0.4512
N 0.48852 1.93420 1.73114 0.2797 0.9554 0.6676
C -0.32880 1.92597 2.81491 -0.7202 0.0313 -0.2440
C -1.55041 2.59602 2.80852 0.3864 -0.3340 0.7847
H -1.01289 4.41625 0.00259 0.1439 -0.3439 0.2706
H 1.09467 3.02510 0.05491 -0.6570 -0.1529 0.3082
H 0.02642 1.38163 3.70332 -0.4227 0.0138 -0.4965
H -2.23703 2.48165 3.65105 0.2702 0.1735 -0.2290
```
Forces are in eV/Å.

Its relative energy (zero: lowest compared OMol25 entry of this formula, charge and spin) is 41.17 kcal/mol. The value obtained for the HOMO energy (alpha / beta) is -15.763 / -15.859 eV. The LUMO energy (alpha / beta) comes out at -0.44009 / -0.43503 hartree. The charge is +3.

No. 3
Entry from OMol25: a molecular structure, C23H41N2OsP3Se (ωB97M-V with the def2-TZVPD basis set).

XYZ file:
```
71
Properties=species:S:1:pos:R:3:forces:R:3
Os -0.30744 0.45314 0.27499 1.7931 -1.6974 -0.0937
P -0.21898 2.38932 -0.79144 0.2376 3.2148 -1.4197
P 0.65189 0.90079 2.26664 0.1144 0.4640 1.8779
P -2.37596 0.22797 0.99694 -3.3172 -0.6407 2.2315
H -2.19077 -5.69939 -4.13284 -0.3324 0.2543 -0.1805
C -3.12274 -5.16037 -4.34906 0.2104 -3.3637 2.0917
C -3.18470 -4.13040 -5.20381 -0.3464 2.4830 -2.3103
H -2.35750 -3.87405 -5.87387 -0.2132 -0.1672 0.1191
C 1.16830 2.63494 -1.96593 0.2460 -0.1340 -0.1945
C -0.08295 3.87397 0.27722 -0.1883 0.0662 -0.0142
C -1.68080 2.68745 -1.85274 -0.0858 -0.1233 -0.0337
C 0.94578 -0.57892 3.30467 0.0035 -0.2117 -0.2066
C 2.32663 1.65245 2.19152 0.1903 0.0474 -0.2483
C -0.20991 2.06020 3.42661 -0.1248 -0.1577 -0.4014
C -3.47384 -0.43721 -0.29933 0.3701 -0.0828 -0.4528
C -3.24238 1.76113 1.53326 0.2567 0.2232 -0.1148
C -2.72332 -0.89189 2.41036 0.0849 -0.0619 -0.1000
H -4.02417 -5.55561 -3.85896 0.2647 0.1147 -0.4077
H -4.09723 -3.53563 -5.28005 0.2112 0.0272 0.0046
H 1.42812 1.66528 -2.41020 -0.0576 0.3184 -0.0862
H 2.04412 3.02212 -1.42426 -0.2877 -0.0596 -0.1602
H 0.91507 3.33726 -2.77938 0.0290 -0.2066 0.4327
H 0.89184 3.89750 0.78481 -0.3028 -0.0386 -0.1706
H -0.87507 3.88064 1.03678 0.1419 0.0449 -0.2488
H -0.17773 4.78745 -0.32782 0.0144 -0.2508 0.0994
H -1.79316 1.84003 -2.54441 -0.0276 0.2488 0.1033
H -1.54536 3.60617 -2.44406 -0.0102 -0.2621 0.2281
H -2.59523 2.78035 -1.25173 0.2717 -0.0172 -0.2149
H 1.45540 -0.27979 4.23301 -0.1022 -0.0385 -0.2951
H 1.57616 -1.28241 2.73523 -0.2044 0.2462 0.3997
H 0.01037 -1.09074 3.57839 0.2902 0.2304 -0.1728
H 2.65433 2.05884 3.16831 -0.3811 -0.3048 -0.3763
H 2.34949 2.46603 1.45793 -0.0324 -0.1116 0.1709
H 3.05226 0.89393 1.87172 -0.2105 0.0684 0.1184
H 0.44171 2.21310 4.29941 -0.1398 -0.0154 -0.2876
H -1.17294 1.66642 3.79066 0.4228 0.0216 -0.2010
H -0.38980 3.01991 2.92093 0.1145 -0.2615 0.3244
H -4.53028 -0.31596 -0.01674 0.3613 0.0467 0.0321
H -3.26032 -1.50518 -0.44939 -0.0370 0.2632 0.0312
H -3.28985 0.09706 -1.24058 -0.1978 -0.1406 0.1051
H -4.25616 1.50272 1.87701 0.3305 -0.0350 -0.1504
H -3.32520 2.47143 0.70026 -0.0122 -0.1519 0.2854
H -2.70617 2.24036 2.36323 -0.2054 -0.1208 -0.2849
H -3.80413 -0.92885 2.61363 0.2943 0.0618 -0.0940
H -2.20864 -0.54622 3.31601 -0.1534 -0.0879 -0.2105
H -2.37953 -1.90476 2.16116 -0.0424 0.2178 0.1137
C -0.26515 -2.75823 -0.75159 -0.5154 -0.0068 -0.4278
C -0.68878 -2.54971 -2.06517 -0.1931 -0.0333 0.2628
C -1.79296 -3.25504 -2.53227 0.1420 -0.3386 0.5645
C -2.44211 -4.18687 -1.71534 0.3900 0.2668 -0.1244
C -1.97477 -4.43944 -0.42411 -0.0690 -0.0290 -0.1406
C -0.88807 -3.71777 0.06255 0.2944 0.3914 0.1687
Se 1.15981 -1.61909 -0.10059 -0.1144 -0.5731 -0.1108
H 0.84232 -0.32934 -1.05842 0.1281 -0.1779 0.3223
H -0.18505 -1.82550 -2.69180 0.0116 -0.1022 -0.1216
H -2.11368 -3.10502 -3.55497 -0.1064 0.3718 -0.0133
H -3.30257 -4.73438 -2.08715 -0.0159 0.1344 0.2848
H -2.48010 -5.19824 0.17761 0.2956 0.2917 -0.0451
H -0.51442 -3.86772 1.07535 -0.1882 -0.1313 -0.1942
N 7.06426 3.70281 1.87965 -0.0171 -0.1182 -0.0494
C 6.55974 2.81041 1.31543 -0.8206 -1.4000 -0.9163
C 5.86126 1.72521 0.65685 0.7545 2.7637 0.5492
C 4.83656 1.99370 -0.26069 -1.0467 -0.2193 -0.7920
C 4.04857 0.91920 -0.68781 0.5638 2.4904 -0.0343
N 4.25751 -0.33222 -0.29684 0.8236 -1.3506 0.7095
C 5.29754 -0.60593 0.49732 -0.2171 -0.0479 -0.2383
C 6.13904 0.39721 1.00550 0.4040 -2.0379 0.6096
H 4.62941 3.01055 -0.59654 0.1280 -0.2729 0.1284
H 3.20213 1.12590 -1.34992 0.3934 -0.2957 0.2039
H 5.47821 -1.65467 0.73568 -0.0512 0.2821 -0.0015
H 6.96210 0.12358 1.67320 -0.2148 0.2229 -0.2315
```
Forces are in eV/Å.

The spin multiplicity is 5. The value obtained for the HOMO energy (alpha / beta) is -17.723 / -19.398 eV. The LUMO energy (alpha / beta) comes out at -0.43789 / -0.58307 hartree. The charge is +4.

Asked for calculated total energy across the records above, the calculation gives -72660.7982, -78083.1003, -123130.1718 eV in order.